Density functional theory data (ωB97M-V/def2-TZVPD) for a cluster of 9 separate species, C30H54O12 in total at a distorted geometry.

```
96
Properties=species:S:1:pos:R:3:forces:R:3:lowdin_charge:R:1
C -20.141 -1.616 -7.136 -0.8 -1.1 -0.3 -0.01
C -19.012 -1.129 -7.997 1.2 -0.5 0.9 -0.50
O -19.234 -0.608 -9.041 -0.9 1.1 -2.0 0.07
C -17.547 -1.381 -7.655 -1.2 -1.3 0.1 0.00
H -21.040 -0.996 -7.321 0.6 -0.3 0.2 0.09
H -19.910 -1.687 -6.080 0.1 0.1 0.2 0.07
H -20.389 -2.671 -7.468 0.3 1.1 0.3 0.11
H -17.434 -2.484 -7.794 0.3 0.7 0.0 0.10
H -17.377 -1.197 -6.623 0.3 0.2 1.0 0.07
H -16.878 -0.789 -8.268 -0.1 -0.1 0.0 0.07
C -16.528 -6.075 -16.774 0.6 -1.0 -0.6 -0.02
C -17.218 -5.677 -15.562 -1.2 -0.3 3.7 -0.48
O -18.231 -5.005 -15.512 0.4 0.2 -0.7 0.04
C -16.691 -6.255 -14.187 -1.3 -0.5 -2.7 0.00
H -15.669 -5.468 -16.928 1.3 0.4 0.4 0.08
H -17.090 -5.791 -17.612 -1.3 -0.1 -1.2 0.07
H -16.243 -7.147 -16.795 -0.1 0.7 0.1 0.11
H -17.270 -7.172 -14.032 -0.1 0.0 -0.1 0.08
H -16.921 -5.621 -13.360 0.5 0.6 0.4 0.05
H -15.707 -6.596 -14.395 1.2 0.1 0.8 0.06
C -12.778 -6.970 -10.275 0.6 2.8 -1.0 0.01
C -13.202 -5.805 -11.243 0.0 -1.4 0.3 -0.45
O -14.274 -5.798 -11.813 0.5 0.3 0.4 0.05
C -12.095 -4.790 -11.488 -1.7 0.0 -0.8 -0.01
H -11.779 -7.210 -10.635 0.1 -0.5 0.3 0.08
H -13.435 -7.793 -10.253 -0.8 -0.8 0.0 0.06
H -12.662 -6.473 -9.311 0.1 -0.3 0.3 0.07
H -11.214 -5.327 -11.795 0.4 0.0 -0.2 0.08
H -11.893 -4.212 -10.622 0.4 0.2 1.2 0.06
H -12.469 -4.058 -12.205 0.3 -0.3 -0.3 0.06
C -11.614 -0.855 -11.702 -1.2 -0.1 1.3 -0.01
C -12.729 -1.018 -12.744 0.8 -0.3 2.1 -0.52
O -13.179 -2.095 -13.014 -0.3 -0.8 -0.5 0.07
C -13.305 0.223 -13.261 0.1 1.0 -1.4 -0.03
H -12.005 -0.267 -10.833 0.1 0.2 -0.9 0.10
H -10.749 -0.349 -12.090 0.5 0.1 -0.1 0.07
H -11.389 -1.782 -11.168 0.3 -0.2 -0.8 0.06
H -13.874 0.770 -12.481 0.5 -0.2 -0.5 0.10
H -13.919 -0.040 -14.126 -0.4 0.1 0.3 0.07
H -12.469 0.801 -13.707 -0.5 0.3 0.7 0.10
C -18.343 -7.635 -7.156 -0.6 -0.4 -1.9 -0.02
C -17.926 -6.561 -8.137 0.6 1.8 0.1 -0.42
O -18.430 -5.416 -8.213 1.3 -3.2 -0.1 0.01
C -16.625 -6.971 -8.921 0.1 3.1 -0.8 -0.01
H -18.062 -8.586 -7.645 0.3 0.3 0.9 0.09
H -19.411 -7.701 -7.120 -0.8 0.4 0.4 0.07
H -17.931 -7.449 -6.181 0.4 -0.2 0.4 0.09
H -16.051 -7.843 -8.654 -0.3 -0.2 0.7 0.07
H -15.957 -6.031 -8.888 -0.8 -1.4 0.1 0.09
H -16.782 -7.061 -10.006 -0.4 0.0 0.2 0.08
C -17.904 -0.136 -16.724 0.2 0.8 1.0 -0.03
C -16.643 -0.792 -17.213 -2.0 -1.4 0.3 -0.52
O -16.301 -0.585 -18.337 1.2 0.3 -1.2 0.08
C -15.971 -1.836 -16.365 -0.1 -0.9 1.6 -0.01
H -17.699 0.246 -15.708 -0.3 0.1 -0.2 0.08
H -18.723 -0.867 -16.591 0.4 0.3 -0.4 0.09
H -18.140 0.715 -17.399 -0.1 -0.8 0.5 0.09
H -15.219 -2.325 -16.929 1.3 0.2 -0.6 0.06
H -16.478 -2.755 -15.949 -0.8 1.3 -0.6 0.09
H -15.581 -1.377 -15.447 0.3 0.0 -0.3 0.07
O -11.865 -5.986 -6.330 -0.3 0.6 0.0 0.11
C -12.549 -5.064 -6.706 2.3 -1.5 -0.6 -0.53
O -12.019 -4.090 -7.492 -0.1 0.5 0.3 0.02
C -13.028 -3.082 -7.740 0.3 0.3 0.7 -0.18
C -14.308 -3.819 -7.648 0.0 -2.2 0.1 -0.15
C -13.978 -4.886 -6.508 -2.0 1.5 -0.7 -0.05
H -12.849 -2.592 -8.693 0.1 -0.1 0.1 0.10
H -13.084 -2.346 -6.916 0.8 0.0 -0.3 0.14
H -14.416 -4.430 -8.573 -0.5 0.7 0.5 0.11
H -15.099 -3.115 -7.450 -0.6 -0.3 -0.1 0.10
H -14.549 -5.825 -6.625 0.4 0.5 0.3 0.13
H -14.092 -4.472 -5.499 -0.3 -0.1 -0.1 0.14
O -20.442 -7.878 -9.954 -0.5 -0.1 -0.3 0.12
C -20.584 -7.264 -10.971 0.6 0.3 -1.2 -0.45
O -21.653 -7.377 -11.824 0.3 0.6 0.1 0.01
C -21.564 -6.366 -12.884 1.3 0.6 0.8 -0.11
C -20.512 -5.296 -12.349 -0.3 -1.0 -0.8 -0.12
C -19.585 -6.230 -11.539 -1.8 -0.4 -0.9 -0.07
H -22.544 -5.972 -13.099 -0.4 0.1 0.4 0.11
H -21.208 -6.803 -13.806 0.3 -0.5 -0.1 0.11
H -21.026 -4.570 -11.752 -0.3 0.3 0.7 0.10
H -20.033 -4.706 -13.158 -0.1 -0.7 0.3 0.11
H -19.108 -5.869 -10.672 0.9 0.9 0.7 0.07
H -18.892 -6.702 -12.244 0.0 -0.2 0.4 0.11
O -14.808 -1.567 -9.594 1.0 0.7 0.5 0.11
C -15.780 -1.923 -10.176 -1.0 -0.2 -1.3 -0.50
O -16.165 -3.205 -10.153 0.9 -0.8 1.1 0.02
C -17.373 -3.461 -10.813 -0.2 -0.2 -1.6 -0.16
C -17.556 -2.242 -11.706 -1.0 0.6 -1.3 -0.13
C -16.784 -1.134 -11.018 1.5 0.1 -0.1 -0.06
H -18.201 -3.574 -10.128 0.0 -0.1 0.5 0.11
H -17.261 -4.398 -11.394 0.0 0.5 0.4 0.12
H -18.593 -1.961 -11.767 -0.6 0.0 0.1 0.10
H -17.275 -2.382 -12.786 0.3 -0.1 1.2 0.13
H -17.304 -0.507 -10.295 -0.6 -0.1 -0.3 0.10
H -16.267 -0.453 -11.719 -0.1 -0.4 0.4 0.13
```
Forces are in eV/Å.

Computed properties:
HOMO energy, eV: -9.5
Charge: 0
Total energy, eV: -56554.3066
ΔE to the lowest compared entry with this formula, charge and spin, kcal per mole: 1.0
Frontier orbital gap, hartree: 0.365
SMILES: O=C1CCCO1.O=C1CCCO1.O=C1CCCO1.CC(C)=O.CC(C)=O.CC(C)=O.CC(C)=O.CC(C)=O.CC(C)=O